{
  "formula": "C38H46CrOP2Si",
  "method": "ωB97M-V/def2-TZVPD",
  "symbols": ["Cr", "C", "C", "C", "C", "C", "C", "C", "C", "C", "H", "H", "H", "H", "H", "H", "H", "H", "H", "H", "H", "H", "H", "H", "H", "P", "P", "C", "C", "C", "C", "C", "C", "C", "C", "C", "C", "C", "C", "C", "C", "C", "C", "C", "C", "C", "C", "C", "C", "C", "C", "C", "C", "H", "H", "H", "H", "H", "H", "H", "H", "H", "H", "H", "H", "H", "H", "H", "H", "H", "H", "H", "H", "H", "H", "C", "Si", "C", "C", "O", "H", "H", "H", "H", "H", "H", "H", "H", "H"],
  "coordinates": [[-0.00914, 0.75756, -0.97244], [-1.81869, 0.94186, -5.38568], [-1.85959, -0.39159, -5.28059], [-1.30219, -1.34820, -6.27819], [0.02388, -0.89836, -6.99739], [1.00835, -0.15651, -6.14286], [1.02713, 1.15815, -5.89909], [0.10578, 2.13619, -6.59181], [-1.37332, 1.69535, -6.60627], [1.90569, 0.55948, 0.09294], [-2.21553, 1.58809, -4.59525], [-2.46930, -0.85088, -4.50600], [-2.05153, -1.54091, -7.06106], [-1.10234, -2.31621, -5.80763], [0.53216, -1.81985, -7.32372], [-0.24145, -0.33475, -7.90565], [1.85638, -0.78414, -5.83366], [1.85705, 1.62095, -5.35462], [0.44965, 2.25546, -7.63688], [0.20398, 3.12022, -6.10662], [-1.97572, 2.60698, -6.66228], [-1.55527, 1.09861, -7.50296], [1.45294, 1.32618, 0.77234], [2.93879, 0.89420, -0.06825], [1.88907, -0.41971, 0.58353], [-1.31095, -0.86390, -1.94558], [2.02618, 0.05485, -2.06791], [-0.15622, -1.40832, -3.19007], [1.12821, -0.93412, -3.24932], [-2.37058, -2.23205, -1.48530], [-2.78825, -3.16088, -2.45342], [-3.56540, -4.25158, -2.07814], [-3.93534, -4.44358, -0.74092], [-3.55722, -3.48982, 0.20803], [-2.79894, -2.38212, -0.15322], [-2.39440, 0.58772, -2.33744], [-1.83643, 1.87707, -2.22559], [-2.64527, 2.99970, -2.41026], [-4.02280, 2.84963, -2.57464], [-4.58714, 1.58199, -2.59823], [-3.78634, 0.44556, -2.46621], [3.49443, -0.99034, -1.81562], [3.28963, -2.31107, -1.38070], [4.36754, -3.15939, -1.14758], [5.67253, -2.69713, -1.34645], [5.88616, -1.38553, -1.77550], [4.80604, -0.52934, -2.00616], [2.54148, 1.72589, -2.59137], [2.09292, 2.84643, -1.85247], [2.43199, 4.13457, -2.25059], [3.16664, 4.35381, -3.41997], [3.60906, 3.25673, -4.16408], [3.35622, 1.95197, -3.71321], [-0.41338, -2.28937, -3.80040], [1.77683, -1.35740, -4.04159], [-2.49202, -3.02075, -3.49254], [-3.89046, -4.95191, -2.83535], [-4.52226, -5.30976, -0.45718], [-3.87078, -3.62100, 1.23958], [-2.52952, -1.61720, 0.57747], [-0.74010, 2.05190, -2.05007], [-2.20030, 3.98391, -2.40641], [-4.64332, 3.73406, -2.68578], [-5.66046, 1.46680, -2.69736], [-4.24907, -0.53711, -2.40738], [2.27476, -2.67745, -1.23614], [4.18808, -4.18120, -0.80274], [6.52015, -3.36004, -1.16116], [6.90617, -1.02297, -1.92887], [4.98639, 0.49324, -2.32901], [1.51939, 2.71437, -0.92706], [2.11081, 4.98514, -1.63526], [3.40033, 5.36788, -3.73493], [4.15917, 3.41672, -5.09639], [3.74332, 1.10954, -4.27374], [-2.55286, 0.43823, 3.10775], [-0.85979, 0.04064, 2.37700], [0.36902, 1.06732, 3.38537], [-0.51367, -1.76473, 2.84299], [-0.75787, 0.28538, 0.79345], [-2.47783, 0.32431, 4.19745], [-3.35003, -0.22665, 2.75356], [-2.84783, 1.47286, 2.89474], [0.14894, 0.97019, 4.45829], [1.39518, 0.71974, 3.21295], [0.31319, 2.12961, 3.11379], [-1.19949, -2.46892, 2.35326], [0.51224, -2.03251, 2.56084], [-0.61204, -1.88551, 3.93061]],
  "mulliken_charge": [-1.125, 0.368, -0.504, -1.085, -1.324, 0.325, 0.060, -0.950, -1.283, -2.102, 0.260, 0.978, 0.480, 0.184, 0.492, 0.322, 0.780, -0.357, 0.352, 0.304, 0.496, 0.346, 0.322, 0.729, 0.522, 2.161, 2.207, -1.119, -1.296, -0.170, -0.265, -0.743, -0.620, -0.592, -0.115, 0.378, 0.203, -0.351, -0.737, -0.777, -0.432, 0.476, -0.591, -0.673, -0.540, -0.673, -0.384, 1.138, -0.736, -0.778, -0.763, -0.245, -0.910, 0.716, 0.907, 0.218, 0.423, 0.385, 0.425, 0.208, 0.098, 0.499, 0.404, 0.446, 0.468, 0.366, 0.401, 0.369, 0.400, 0.320, 0.209, 0.436, 0.402, 0.420, 0.342, -1.254, 0.566, -1.235, -1.095, -0.410, 0.377, 0.305, 0.312, 0.414, 0.304, 0.299, 0.245, 0.266, 0.402],
  "spin_multiplicity": 5,
  "s2": 6.241,
  "homo_lumo_gap_ev": [6.3, 6.0],
  "charge": 0,
  "e_above_lowest_ev": 0.000
}